Record 1
{"formula": "C35H37N3O8", "method": "ωB97M-V/def2-TZVPD", "symbols": ["C", "O", "C", "C", "C", "C", "C", "C", "O", "O", "C", "C", "C", "O", "C", "O", "C", "C", "H", "H", "H", "H", "H", "H", "H", "H", "H", "H", "H", "H", "H", "C", "N", "C", "O", "C", "C", "C", "C", "C", "C", "C", "C", "N", "C", "C", "C", "C", "C", "C", "N", "O", "O", "C", "C", "C", "C", "C", "C", "H", "H", "H", "H", "H", "H", "H", "H", "H", "H", "H", "H", "H", "H", "H", "H", "H", "H", "H", "H", "H", "H", "H", "H"], "positions_angstrom": [[-0.67362, -4.32734, 3.43655], [-1.61396, -3.81840, 2.45646], [-1.90577, -2.49106, 2.39792], [-3.05296, -2.12369, 1.64767], [-3.31620, -0.80062, 1.37868], [-2.40461, 0.23084, 1.75816], [-2.61703, 1.58547, 1.37613], [-1.84143, 2.66567, 1.96474], [-0.70036, 2.56709, 2.38716], [-2.44173, 3.91141, 2.03735], [-3.85822, 3.96292, 1.83601], [-4.62355, 3.36215, 3.00261], [-4.23731, 5.40999, 1.53281], [-4.17884, 3.24989, 0.60522], [-3.73517, 1.95006, 0.53169], [-4.28754, 1.22208, -0.29076], [-1.34242, -0.14703, 2.63684], [-1.10541, -1.47367, 2.97725], [-0.67029, -5.40860, 3.26386], [0.33929, -3.92322, 3.27123], [-0.99837, -4.10297, 4.46753], [-3.73115, -2.89421, 1.29590], [-4.22554, -0.52092, 0.86545], [-4.37362, 2.30785, 3.17346], [-4.40338, 3.93317, 3.91236], [-5.69465, 3.44639, 2.78801], [-3.69828, 5.73379, 0.63776], [-5.31139, 5.45031, 1.33676], [-3.98549, 6.05968, 2.37417], [-0.72991, 0.63521, 3.07674], [-0.30633, -1.71539, 3.68163], [5.48180, -1.19599, -1.94150], [4.08210, -1.41694, -1.68337], [3.60500, -2.63421, -1.30432], [4.28814, -3.65539, -1.17161], [2.10382, -2.48585, -1.09058], [1.66134, -2.79883, 0.34066], [1.97028, -4.21950, 0.74331], [2.83668, -4.46190, 1.81498], [3.17732, -5.77076, 2.14999], [2.63279, -6.83897, 1.42549], [1.74224, -6.59479, 0.36777], [1.40599, -5.28092, 0.03383], [1.86328, -1.08552, -1.44661], [0.62383, -0.55378, -1.34773], [0.31684, 0.77483, -1.62095], [-0.90531, 1.42076, -1.44703], [-1.16870, 2.71810, -2.05323], [-0.11884, 3.53750, -2.55654], [-0.38972, 4.80579, -3.09931], [0.69300, 5.63019, -3.53520], [0.41776, 6.77181, -3.97111], [1.86587, 5.19514, -3.47405], [-1.70190, 5.28840, -3.22596], [-2.74639, 4.48138, -2.77782], [-2.49551, 3.22609, -2.22860], [3.08702, -0.36960, -1.85730], [3.40909, 0.81711, -0.93843], [3.07848, 0.08911, -3.32504], [6.03415, -2.11010, -1.72220], [5.63918, -0.91493, -2.98802], [5.85640, -0.38427, -1.30994], [1.57564, -3.15083, -1.79766], [2.16215, -2.08479, 1.01673], [0.57875, -2.60768, 0.41116], [3.25733, -3.60747, 2.35131], [3.87287, -5.95127, 2.97456], [2.90103, -7.86426, 1.68093], [1.31458, -7.42283, -0.20217], [0.72271, -5.06519, -0.79393], [-0.15451, -1.24429, -1.01407], [1.13907, 1.34815, -2.04124], [-1.72420, 0.90450, -0.93647], [0.92692, 3.22538, -2.49987], [-1.85066, 6.25362, -3.69285], [-3.77103, 4.83892, -2.87777], [-3.33119, 2.58337, -1.94526], [3.52727, 0.45891, 0.09298], [4.33976, 1.28569, -1.28131], [2.61810, 1.56987, -0.95967], [3.06943, -0.78202, -3.99398], [2.21547, 0.72120, -3.54961], [3.98971, 0.67021, -3.51870]], "forces_ev_per_angstrom": [[-0.457, 0.487, -0.537], [0.323, -0.803, 0.684], [0.146, 1.065, -0.003], [0.887, -0.407, 0.661], [0.640, 0.533, 0.084], [0.553, -1.730, 0.702], [-0.764, 1.902, -0.308], [0.123, -0.403, 0.075], [-0.479, 0.522, -0.168], [-0.312, -0.042, -0.155], [0.368, -0.319, -0.976], [-0.150, 0.114, 0.176], [0.158, -0.386, 0.115], [0.212, 0.157, 0.535], [0.317, -0.338, 0.280], [0.179, 0.564, -0.016], [-0.536, 0.113, -0.365], [-0.608, -0.810, -0.508], [0.078, 0.291, 0.136], [-0.338, -0.119, 0.021], [0.044, -0.026, -0.396], [0.129, -0.031, 0.086], [0.177, -0.172, -0.092], [-0.007, 0.303, -0.102], [-0.016, -0.123, -0.176], [0.173, -0.068, 0.079], [-0.053, -0.022, 0.188], [0.122, 0.057, 0.050], [-0.027, -0.095, -0.094], [-0.081, -0.277, -0.217], [-0.199, 0.020, -0.302], [0.262, 0.378, -0.145], [-0.216, -0.506, 0.258], [1.161, -1.164, -0.008], [-1.337, 1.652, -0.133], [-0.031, -0.593, -0.329], [-0.091, 0.250, 0.291], [0.052, 0.010, 0.172], [-0.125, -0.123, -0.405], [-0.146, -0.108, -0.065], [-0.133, 0.250, -0.139], [0.126, 0.180, 0.203], [0.253, -0.147, 0.197], [-2.040, 0.698, -0.033], [1.269, -0.745, 0.505], [-0.320, 1.233, -0.186], [0.416, -1.086, -0.517], [-0.136, 1.578, -0.687], [-0.171, 0.265, 0.234], [-1.202, -1.480, 0.662], [2.406, 2.062, -1.171], [0.471, -2.235, 0.868], [-2.287, 0.561, -0.001], [0.444, -0.515, 0.205], [0.244, 0.018, -0.193], [0.457, -0.621, 0.369], [0.571, 0.496, -0.096], [-0.049, -0.139, 0.229], [-0.122, -0.225, -0.116], [-0.203, 0.074, -0.020], [0.069, -0.114, 0.102], [0.048, -0.158, -0.051], [0.250, 0.227, 0.215], [-0.200, -0.243, -0.154], [0.247, -0.068, 0.119], [-0.066, -0.331, -0.097], [-0.272, -0.013, -0.308], [-0.065, 0.274, -0.064], [0.161, 0.232, 0.242], [0.179, -0.210, 0.292], [0.185, 0.187, -0.024], [-0.524, -0.091, 0.006], [0.048, 0.153, -0.234], [-0.421, 0.267, 0.017], [-0.106, -0.071, 0.165], [0.262, -0.208, 0.048], [0.157, 0.230, 0.124], [-0.005, 0.178, -0.226], [-0.243, -0.096, 0.179], [0.321, -0.089, 0.110], [-0.069, 0.226, 0.147], [0.204, -0.107, -0.034], [-0.285, -0.152, 0.019]], "de_lowest_kcal_mol": 0.0, "charge": 0, "energy_ev": -57741.884, "multiplicity": 1, "e_homo_ev": -6.2}

***

Record 2
{"formula": "C7H18N3", "method": "ωB97M-V/def2-TZVPD", "symbols": ["C", "C", "C", "C", "C", "C", "C", "N", "N", "N", "H", "H", "H", "H", "H", "H", "H", "H", "H", "H", "H", "H", "H", "H", "H", "H", "H", "H"], "positions_angstrom": [[0.49330, 0.47648, -1.15896], [1.11242, 0.22696, 0.16370], [0.37024, 1.82171, -1.90544], [1.44053, -1.16053, 0.33758], [2.41103, 1.63972, 1.92502], [1.04867, 1.12842, 1.31690], [-2.27612, -1.89416, 0.10927], [-3.53454, -1.67975, -0.38629], [-1.13697, -1.27309, -0.67552], [-0.89165, 0.03335, -0.61480], [0.87131, -0.23021, -1.83389], [0.18907, 1.55233, -3.00900], [1.26953, 2.28576, -2.02140], [-0.41476, 2.48338, -1.70234], [1.83403, -1.28972, 1.39549], [2.18616, -1.60093, -0.22774], [0.52031, -1.86350, 0.28128], [2.18175, 1.97370, 2.87817], [2.84334, 2.54858, 1.40956], [3.15840, 0.92283, 1.99555], [0.35351, 1.97183, 1.22096], [0.65892, 0.54750, 2.24401], [-1.97850, -2.93499, 0.14098], [-2.16299, -1.62367, 1.15745], [-4.14904, -0.78255, -0.49555], [-3.76089, -2.33744, -1.16157], [-1.50398, -1.51319, -1.57579], [-1.13309, 0.57120, 0.19237]], "forces_ev_per_angstrom": [[-2.563, 1.725, 1.360], [2.388, 1.446, -0.332], [-1.153, -3.096, -2.403], [-1.152, -2.210, 4.115], [-1.002, 2.152, -2.516], [0.164, -0.297, 2.313], [1.432, 0.804, 2.352], [-3.302, 0.306, -2.779], [-2.479, 0.653, 0.227], [-0.197, -0.180, -2.774], [0.113, -1.306, -0.923], [-0.099, 0.095, 1.473], [2.591, 1.514, 0.458], [-0.996, 0.898, 1.056], [-0.498, -0.028, -1.056], [1.532, -0.563, -1.753], [1.890, 0.964, 0.267], [-0.331, 0.611, 2.021], [-0.552, -1.109, 0.136], [1.189, -1.570, -0.059], [0.231, 0.045, -0.299], [0.145, 0.490, -1.521], [-0.361, -0.394, -0.477], [0.026, 0.614, 0.102], [2.362, -2.090, 0.814], [-0.072, 0.882, 0.990], [1.109, -0.203, -1.712], [-0.414, -0.155, 0.918]], "de_lowest_kcal_mol": 17.1, "charge": 1, "energy_ev": -12008.895, "s2": 2.008, "multiplicity": 3, "e_homo_ev": [-10.7, -13.9]}